The following is a DFT calculation (ωB97M-V with the def2-TZVPD basis set) of a cluster of 11 separate species, C45H66O21S6 in total at a distorted geometry.

```
! wB97M-V def2-TZVPD RIJCOSX def2/J DEFGRID3
* xyz 0 1
C 5.37840 -6.51513 4.35578
C 6.80766 -6.58056 4.95973
O 6.90220 -7.96056 5.31878
S 5.70081 -8.92654 4.77140
O 4.76119 -9.22448 5.82207
O 6.24020 -9.98209 3.94323
O 5.05267 -7.73565 3.87162
H 5.04512 -5.87493 3.53897
H 4.71003 -6.35015 5.20086
H 7.06143 -5.95058 5.81228
H 7.50528 -6.41277 4.13920
C -0.14850 7.14430 -5.53372
C -1.39255 6.20353 -5.81905
O -0.86026 5.28096 -6.74135
S 0.72964 4.94910 -6.50944
O 1.39374 4.77575 -7.82686
O 0.90971 3.91850 -5.53962
O 1.08597 6.45930 -5.88861
H -0.13637 7.43861 -4.48428
H -0.35635 8.04837 -6.10603
H -2.24226 6.68162 -6.30642
H -1.70467 5.65959 -4.92753
C 9.29612 1.20422 -1.47938
C 8.45312 1.49107 -0.25356
O 7.62575 0.33532 -0.10199
S 8.46399 -1.06682 -0.56143
O 7.48853 -1.79780 -1.34440
O 9.20023 -1.64624 0.54564
O 9.51579 -0.16474 -1.45387
H 10.25388 1.72455 -1.48683
H 8.84822 1.47962 -2.43418
H 7.87689 2.41595 -0.22831
H 9.10231 1.56986 0.61847
O -0.12484 -3.52985 9.28980
S 1.00832 -4.47673 9.50283
O 0.89143 -5.37179 10.65346
O 1.36690 -5.25503 8.05417
C 0.26213 -5.68468 7.26287
C 0.09506 -4.70435 6.20725
C 2.50585 -3.49219 9.59052
H -0.66168 -5.81955 7.82545
H 0.39033 -6.68690 6.85396
H 1.01725 -4.60827 5.63417
H -0.12086 -3.69922 6.56944
H -0.64334 -5.00891 5.46556
H 2.77790 -3.38685 10.64075
H 2.31896 -2.51375 9.14799
H 3.39665 -3.88090 9.09707
O -11.73684 -1.82644 2.43665
S -11.70864 -0.61079 1.69522
O -12.13376 0.66680 2.31758
O -10.21131 -0.41160 1.06686
C -9.36452 0.54079 1.52123
C -8.04425 0.20804 0.84239
C -12.68050 -0.84603 0.14950
H -9.16774 0.36128 2.57818
H -9.83320 1.51247 1.36539
H -7.67840 -0.81683 0.90491
H -7.30883 0.75311 1.43414
H -8.17385 0.47685 -0.20597
H -12.44131 -1.78570 -0.34840
H -12.39157 -0.02760 -0.50989
H -13.75181 -0.86443 0.34966
O -5.92530 -5.12526 -6.56553
S -6.07232 -3.65897 -6.50071
O -6.90419 -3.04560 -5.50205
O -4.55319 -2.97013 -6.70015
C -4.42674 -1.58621 -6.33147
C -3.17863 -1.08891 -7.14088
C -6.76042 -3.18912 -8.12500
H -4.24885 -1.51523 -5.25843
H -5.27947 -1.01485 -6.69822
H -2.18268 -1.45506 -6.89164
H -3.18369 -0.00425 -7.03321
H -3.36592 -1.35257 -8.18180
H -7.75498 -3.62996 -8.19301
H -6.20641 -3.51640 -9.00481
H -6.93890 -2.11423 -8.09566
C 2.62926 7.89512 2.85152
C 3.05201 8.87499 1.97143
C 3.54684 8.49741 0.70441
C 3.77096 7.14024 0.45281
C 3.43513 6.20044 1.42466
C 2.83066 6.61828 2.61671
H 2.12910 8.23148 3.74768
H 2.92683 9.92970 2.16723
H 3.95804 9.15385 -0.04819
H 4.31423 6.77711 -0.40708
H 3.67256 5.15129 1.32817
H 2.72355 5.87984 3.39749
C -0.51222 -1.16171 -0.62103
C -0.32158 -2.50214 -0.34030
C 0.94270 -3.00038 -0.17272
C 2.05736 -2.16118 -0.32332
C 1.85222 -0.80159 -0.66020
C 0.55943 -0.22802 -0.80637
H -1.42901 -0.61791 -0.79469
H -1.16749 -3.16034 -0.20765
H 0.92987 -4.03923 0.12225
H 3.05233 -2.39157 0.02794
H 2.69577 -0.14024 -0.79232
H 0.33508 0.81039 -1.00068
C 2.00241 1.70782 6.59543
C 2.66403 1.15238 5.51091
C 3.87145 1.60584 5.05502
C 4.63575 2.45784 5.82348
C 4.00814 2.90930 7.03492
C 2.73469 2.56745 7.38626
H 0.97268 1.44692 6.79031
H 2.24062 0.37567 4.89137
H 4.28461 1.29360 4.10729
H 5.64098 2.84058 5.72635
H 4.40717 3.65374 7.70796
H 2.26141 2.94016 8.28264
C 0.36363 -5.16313 -6.14733
C 1.64848 -5.11934 -5.67039
C 2.76371 -5.54782 -6.33471
C 2.55562 -5.85051 -7.69332
C 1.27967 -5.74843 -8.25602
C 0.13773 -5.53002 -7.47547
H -0.41412 -5.17527 -5.39809
H 1.88419 -4.96305 -4.62808
H 3.68432 -5.77184 -5.81633
H 3.37521 -6.00742 -8.37892
H 1.04193 -5.92053 -9.29538
H -0.89620 -5.66585 -7.75641
C -4.41636 5.96872 -1.21060
C -3.10210 6.04724 -0.67239
C -2.47731 7.34932 -0.60430
C -3.06654 8.43258 -1.28433
C -4.20159 8.23123 -2.04614
C -4.95475 7.05793 -1.82428
H -4.92883 5.01810 -1.20158
H -2.67691 5.15872 -0.22951
H -1.57082 7.52174 -0.04309
H -2.60433 9.37535 -1.53723
H -4.70204 8.92660 -2.70372
H -5.87023 6.93274 -2.38341
*
```

Molar mass in g/mol: 1135.40
HOMO-LUMO gap in Eh: 0.3325
SMILES string: CCOS(C)(=O)=O.CCOS(C)(=O)=O.CCOS(C)(=O)=O.O=S1(=O)OCCO1.O=S1(=O)OCCO1.O=S1(=O)OCCO1.c1ccccc1.c1ccccc1.c1ccccc1.c1ccccc1.c1ccccc1
Total energy in Ha: -5723.10116

Atomic partial charges in e from the Löwdin method, atoms 1 to 99: number 1, C, carries -0.23; number 2, C, carries -0.13; number 3, O, carries -0.21; number 4, S, carries 0.70; number 5, O, carries -0.23; number 6, O, carries -0.23; number 7, O, carries -0.19; number 8, H, carries 0.14; number 9, H, carries 0.12; number 10, H, carries 0.13; number 11, H, carries 0.13; number 12, C, carries -0.14; number 13, C, carries -0.16; number 14, O, carries -0.22; number 15, S, carries 0.72; number 16, O, carries -0.26; number 17, O, carries -0.23; number 18, O, carries -0.20; number 19, H, carries 0.12; number 20, H, carries 0.12; number 21, H, carries 0.13; number 22, H, carries 0.12; number 23, C, carries -0.21; number 24, C, carries -0.18; number 25, O, carries -0.21; number 26, S, carries 0.75; number 27, O, carries -0.23; number 28, O, carries -0.24; number 29, O, carries -0.20; number 30, H, carries 0.14; number 31, H, carries 0.13; number 32, H, carries 0.13; number 33, H, carries 0.12; number 34, O, carries -0.32; number 35, S, carries 0.71; number 36, O, carries -0.29; number 37, O, carries -0.26; number 38, C, carries -0.32; number 39, C, carries -0.10; number 40, C, carries -0.12; number 41, H, carries 0.12; number 42, H, carries 0.13; number 43, H, carries 0.08; number 44, H, carries 0.08; number 45, H, carries 0.09; number 46, H, carries 0.07; number 47, H, carries 0.07; number 48, H, carries 0.07; number 49, O, carries -0.27; number 50, S, carries 0.66; number 51, O, carries -0.31; number 52, O, carries -0.27; number 53, C, carries -0.33; number 54, C, carries -0.06; number 55, C, carries -0.11; number 56, H, carries 0.12; number 57, H, carries 0.13; number 58, H, carries 0.09; number 59, H, carries 0.08; number 60, H, carries 0.08; number 61, H, carries 0.07; number 62, H, carries 0.06; number 63, H, carries 0.07; number 64, O, carries -0.31; number 65, S, carries 0.67; number 66, O, carries -0.28; number 67, O, carries -0.29; number 68, C, carries -0.26; number 69, C, carries -0.06; number 70, C, carries -0.12; number 71, H, carries 0.12; number 72, H, carries 0.11; number 73, H, carries 0.08; number 74, H, carries 0.07; number 75, H, carries 0.07; number 76, H, carries 0.07; number 77, H, carries 0.07; number 78, H, carries 0.06; number 79, C, carries -0.14; number 80, C, carries -0.08; number 81, C, carries -0.08; number 82, C, carries -0.10; number 83, C, carries -0.08; number 84, C, carries -0.12; number 85, H, carries 0.11; number 86, H, carries 0.10; number 87, H, carries 0.09; number 88, H, carries 0.10; number 89, H, carries 0.10; number 90, H, carries 0.11; number 91, C, carries -0.10; number 92, C, carries -0.12; number 93, C, carries -0.11; number 94, C, carries -0.08; number 95, C, carries -0.09; number 96, C, carries -0.07; number 97, H, carries 0.09; number 98, H, carries 0.10; number 99, H, carries 0.10